1.
H2O5PS2 | ωB97M-V with the def2-TZVPD basis set

```
10
Properties=species:S:1:pos:R:3:forces:R:3
O 2.235789 2.160113 0.053296 0.2 0.3 0.3
O 0.264256 0.676843 -0.398439 0.6 -0.4 -0.1
P 0.338880 -0.725286 0.524281 1.9 -0.8 -0.7
O 2.015867 -0.295984 0.679098 -0.5 0.5 -1.0
S 0.175689 -2.341653 -0.598939 -0.2 0.8 0.5
O -0.216214 -0.554396 1.851657 -1.3 0.0 0.9
S 1.927521 0.863867 -0.479244 -0.4 -0.5 0.1
H -2.127274 0.205989 -1.282803 -0.1 0.1 -0.2
O -2.618863 0.206036 -0.456189 -1.2 0.7 -1.3
H -1.995650 -0.195530 0.107285 0.8 -0.8 1.6
```
Forces are in eV/Å.

## Properties
total charge	-1
lowest unoccupied orbital energy	3.30	eV
energy relative to the best compared isomer or geometry (same formula, charge and spin)	17.1	kcal per mole



2.
C5H11NO | ωB97M-V with the def2-TZVPD basis set

```
18
Properties=species:S:1:pos:R:3:forces:R:3
C 1.163332 0.391157 1.020198 3.1 -0.8 1.3
H -0.023255 0.470116 -2.169514 1.9 0.4 1.3
C 0.216716 -0.071657 -0.040788 -1.2 1.0 -0.6
N -1.111385 0.561745 0.234816 0.7 -2.9 -0.4
C -2.250476 0.082267 0.409077 -1.6 1.3 0.7
H 1.738748 0.115740 -1.568010 -0.7 0.8 -0.1
H -0.757340 -2.164009 -0.533921 1.9 1.8 0.0
H 1.205013 1.452153 1.205745 -0.7 0.4 -0.1
O -1.198066 2.368246 0.453567 0.0 3.1 0.3
H 1.261091 -0.116125 2.022829 -0.9 0.2 -1.0
H -3.114929 0.789824 0.692399 1.5 -0.6 -0.6
H 2.186624 0.218476 0.574132 -0.8 -0.1 0.5
C 0.787807 0.643688 -1.326985 -2.6 -2.0 -1.1
H 0.842626 1.700741 -1.117053 0.3 0.2 -0.2
H 0.353725 -2.096009 0.790911 0.3 0.5 -0.4
H 1.094300 -1.837907 -0.858629 -1.2 -0.1 0.8
C 0.217921 -1.581186 -0.182667 -0.7 -2.3 -0.5
H -2.612452 -0.927259 0.393892 0.5 -1.0 -0.2
```
Forces are in eV/Å.

## Properties
lowest unoccupied orbital energy (spin up / spin down)	0.84 / -0.03	eV
energy relative to the best compared isomer or geometry (same formula, charge and spin)	14.1	kcal per mole
spin multiplicity	3



3.
C35H49F5N5OSeSiV | ωB97M-V with the def2-TZVPD basis set

```
98
Properties=species:S:1:pos:R:3:forces:R:3
H -0.474736 1.396739 5.045660 0.0 0.0 0.0
H 2.254585 3.131044 2.836020 0.0 0.0 0.0
H 0.039387 3.092824 -2.701614 0.0 0.0 0.0
H -4.114281 2.424243 1.312381 0.0 0.0 0.0
C -0.883289 -5.098162 0.163501 0.0 0.0 -0.1
C 0.520982 -0.984061 3.988416 0.0 0.0 0.0
C -2.810632 -3.162040 0.629985 0.0 0.0 0.0
H -4.202850 -4.785662 0.750723 0.0 0.0 0.0
N -1.921996 -0.511423 1.044477 0.1 0.5 0.0
C 0.684908 4.085836 0.596911 0.0 -0.2 0.0
C 0.708984 1.079790 -3.075070 0.1 -0.1 0.1
C -1.835316 4.298429 1.595240 0.0 -0.2 0.0
H 1.628683 -1.103721 -1.974382 0.1 0.0 0.1
C -1.488305 -2.784095 0.411236 -0.1 0.0 0.0
C -0.377771 2.111596 -2.950886 0.1 0.0 0.0
O 0.003790 -1.004959 -0.110688 -0.2 -0.1 0.1
C -1.508597 -3.181869 -4.632931 0.1 0.1 0.2
C -2.251873 2.892580 -1.765463 0.0 0.0 0.0
H 4.068937 0.458888 0.152339 0.0 0.0 0.0
H 3.181700 2.070787 -2.718213 0.0 0.0 0.0
H -1.478008 6.393347 1.758846 0.0 0.0 0.0
H -3.799245 0.748307 1.805143 0.0 0.0 0.0
H 1.310244 -1.738123 4.037559 0.0 0.0 0.0
F -4.614188 -4.313988 -7.201613 0.0 0.0 0.0
H -2.482230 -6.516881 0.338415 0.0 0.0 0.0
H 3.062391 -0.362171 -1.217808 -0.1 0.0 0.0
Se -0.122845 -2.662124 -3.442289 -0.1 -0.1 -0.2
C 3.388778 -0.603369 1.961715 0.1 -0.1 0.0
H 0.283267 0.087560 -3.246852 0.0 0.0 0.0
H 2.845921 0.050845 5.160193 0.0 0.0 0.0
H -0.130988 -5.852150 -0.029194 0.0 0.0 0.0
H 4.951505 -1.682818 2.992607 0.0 0.0 0.0
H 3.116300 2.076343 -0.939301 0.0 0.0 0.0
C 4.109207 -1.024942 3.247052 0.0 0.0 0.0
H 3.716884 2.222027 3.225987 0.0 0.0 0.0
H -3.465002 2.082922 2.916991 0.0 0.0 0.0
C -3.008236 -4.877253 -5.554874 0.0 0.1 0.0
H -0.919743 1.122105 3.364267 0.0 0.0 0.0
H -2.630651 0.700493 -3.199204 0.0 0.0 0.0
F -1.458756 -5.451091 -3.938335 0.0 0.0 0.0
H 4.518276 -0.171688 3.794503 0.0 0.0 0.0
H 2.354871 1.742249 5.098531 0.0 0.0 0.0
N -1.329742 1.770793 -1.902883 0.0 0.0 0.1
F -3.421482 -6.154339 -5.587550 0.0 -0.1 0.0
C -2.151141 -2.283370 -5.482547 0.0 0.1 0.0
H 3.459535 -1.583137 3.922907 0.0 0.0 0.0
C 2.925508 2.344085 2.478754 0.1 0.0 0.0
V 0.340422 0.986261 0.143620 0.8 -0.3 -1.4
C 0.224448 5.329911 0.952044 -0.1 0.0 0.1
C 2.513550 2.116774 -1.847539 0.0 0.0 0.0
C -2.045958 1.829454 1.326220 0.0 -0.2 0.0
F -3.759695 -1.723129 -7.129547 0.0 0.0 0.0
H 2.340297 -1.680538 0.357382 0.0 0.0 0.0
H -0.087529 -1.089081 4.896871 0.0 0.0 0.0
C -1.078126 5.431588 1.463064 0.1 0.1 0.0
C -2.203084 -5.470737 0.368426 0.0 0.0 0.0
H -1.715209 3.796423 -1.471338 0.0 0.0 0.0
H -0.122074 -1.224780 3.137733 0.0 0.0 0.0
H -0.880940 2.219877 -3.925726 0.0 -0.1 0.0
H -3.548795 -2.393290 0.813315 0.0 0.0 0.0
H 2.836845 -0.277922 -2.978782 0.0 0.0 0.0
H -2.768388 3.087471 -2.718427 0.0 0.0 0.0
N 1.565694 0.997430 -1.866536 0.1 -0.2 0.1
H -2.837062 4.343097 1.999951 0.0 0.0 0.0
C -1.986429 -4.489864 -4.707383 0.0 -0.1 0.0
H 5.199390 -0.746441 0.768487 0.0 0.0 0.0
H 0.174392 2.444624 3.779860 0.0 0.0 0.0
H 2.122201 -2.383699 1.939512 0.0 0.0 0.0
H 0.865326 6.193124 0.844616 0.0 0.0 0.0
F -1.792787 -0.985660 -5.502753 0.0 0.0 0.0
C -2.107710 0.571483 -2.239668 0.0 0.0 0.0
H 1.693955 3.955982 0.225757 0.0 0.0 0.0
H -2.841736 0.406303 -1.450976 0.0 0.0 0.0
H -3.006603 2.672377 -1.013380 0.0 0.0 0.0
C -0.098879 1.410530 4.014008 0.0 0.0 0.0
C 1.082989 0.437973 3.887972 -0.1 0.0 0.0
C 2.325852 -0.268362 -2.007990 -0.1 0.1 0.0
C -1.309462 3.051279 1.205794 0.0 0.1 0.0
C 4.469061 0.017460 1.065570 0.0 0.0 0.0
H 3.399454 2.718397 1.565882 0.0 0.0 0.0
Si 1.960829 0.711647 2.167780 0.1 0.1 0.1
C 1.985608 0.713595 5.097294 0.0 0.0 0.1
N -1.358653 0.755420 0.968939 -0.7 -0.3 0.4
C -3.617073 -3.949359 -6.378575 0.0 0.0 0.0
H 1.345356 1.295746 -3.944155 0.0 0.0 0.0
C -0.526929 -3.758556 0.164964 0.0 0.0 0.0
N -0.042656 2.962089 0.689887 -0.3 0.5 0.3
H 5.011504 0.808693 1.587968 0.0 0.0 0.0
H 3.670662 -2.583047 1.111594 0.0 0.0 0.0
C -3.435356 1.770699 1.868278 -0.1 0.0 0.0
C 2.849820 -1.877423 1.299632 0.0 0.0 0.0
C -3.169191 -4.499864 0.599557 0.0 0.0 0.0
C -3.178783 -2.639819 -6.336623 0.0 -0.1 0.0
H 0.494222 -3.459328 -0.025273 0.0 0.0 0.0
H -1.485038 -0.319905 -2.312470 0.0 0.0 0.0
H 1.980581 3.066359 -1.868076 0.0 0.0 0.0
C -1.103321 -1.351572 0.436129 0.2 0.0 0.0
H 1.402249 0.579941 6.018442 0.0 0.0 0.0
```
Forces are in eV/Å.

## Properties
total charge	-1
lowest unoccupied orbital energy (spin up / spin down)	2.08 / 1.64	eV
energy relative to the best compared isomer or geometry (same formula, charge and spin)	0.0	kcal per mole
spin multiplicity	4



4.
C41H66F6NO27V2 | ωB97M-V with the def2-TZVPD basis set

```
143
Properties=species:S:1:pos:R:3:forces:R:3
O 6.340746 -1.015254 -1.118198 -0.2 -1.7 -2.0
H 6.241321 0.528817 -5.291381 0.0 -0.3 0.7
H 0.050810 0.616869 3.886907 0.1 -0.5 0.6
H 4.466935 -3.357760 1.972391 0.8 0.1 0.8
H -2.468619 -1.893088 0.001310 -0.3 -0.1 0.4
H -3.536429 -4.361625 2.888800 0.4 -0.2 0.2
H -2.947066 2.004285 2.439463 -0.4 0.0 -0.4
F -0.526266 5.240844 4.580054 1.9 0.8 0.2
O -4.822570 -4.492741 4.439501 -0.2 -0.4 2.7
O -6.124090 0.436351 -3.441407 3.5 1.8 -1.0
O -2.057896 3.558528 -0.297172 0.6 0.7 1.0
C -7.824676 -3.608890 -3.233741 -0.4 2.9 1.4
H 1.028905 0.998360 6.458046 0.5 0.3 -0.3
C 0.730448 5.861108 4.767876 -2.8 -0.7 1.2
H -1.760188 2.550099 3.393279 0.5 -0.4 1.0
H 2.746299 2.856204 6.397614 0.2 0.0 0.9
O -5.200093 -4.590966 6.770973 1.6 -0.1 -1.7
C 0.014456 6.236347 -2.177582 -1.8 0.8 1.2
H 1.592989 -0.714526 1.546546 -1.0 -0.7 0.0
O 2.252029 5.902534 -1.283064 -0.4 -0.1 0.5
O -4.719401 2.283008 -3.943404 -2.7 -2.0 0.6
C -4.957827 -3.397303 -1.408650 0.4 0.0 0.5
C -5.814974 -4.560851 -3.544913 2.8 1.1 0.8
C 0.913859 5.401179 -1.243187 0.7 -2.3 0.3
H -4.515927 -2.997730 3.054482 -0.3 0.4 0.4
C -1.604563 -3.767464 4.301377 1.5 0.1 1.8
H -0.102964 2.262600 5.949383 -0.2 -0.3 0.0
C -1.470987 -5.156462 -2.589295 -3.2 -1.3 -1.8
O -6.899535 -2.783325 -2.556459 -3.3 -0.8 -0.7
H 4.834744 0.553960 -6.221558 -0.2 -0.3 -0.4
H -5.139051 -2.606081 -3.429348 0.5 0.5 0.6
H -1.241782 -0.672150 4.058829 0.1 0.3 0.2
C -0.889967 -0.483033 -0.364531 -0.6 -0.4 0.0
H 5.335326 -1.400569 -4.016384 -0.1 0.1 0.7
H 5.907870 -0.903343 -6.245562 -0.1 0.2 -0.3
H -3.040607 -2.027608 4.451504 0.9 0.1 0.4
O -3.810619 0.315817 -3.447627 -2.3 -1.0 0.3
V 2.566309 2.409026 2.944268 -2.1 6.9 -4.6
O 2.012646 4.730372 2.959195 -0.5 -2.0 3.5
C -1.323054 0.670009 2.331406 -0.2 -2.8 0.4
C 5.615853 -1.903374 0.853079 -1.5 -0.8 -0.2
C 4.636835 -0.772448 -4.569257 2.6 2.2 1.4
C 2.648622 -1.575047 -4.145751 -3.9 0.8 0.8
F 0.849707 6.109816 6.091752 0.2 -1.0 1.0
H -4.992641 -2.446340 -0.877082 0.4 0.2 -0.3
H -5.459355 -4.065345 -0.708444 -0.2 -0.4 -0.3
O -8.995941 -3.316268 -3.257489 1.8 -1.4 -0.4
H 2.827250 5.164192 4.728632 -0.2 0.3 0.9
H -3.076013 3.377984 -3.503201 -0.1 -0.1 0.3
C -2.722529 1.201251 -3.382410 -1.0 1.2 0.8
C -0.063701 -5.036609 -0.892546 0.3 -2.6 0.1
C 0.381676 -4.155356 -2.007302 1.7 1.5 -0.8
N -0.453595 1.339306 1.281248 -0.7 -0.3 0.6
H -1.883024 0.741805 -5.129410 0.4 -0.8 -0.4
H -1.669032 -4.855555 4.303669 -0.5 0.0 0.0
O 0.587128 5.231998 0.076091 -2.7 0.0 0.2
C -5.638578 -3.287132 -2.740335 1.4 0.8 0.0
O 2.817264 -0.528829 -3.287444 -0.5 -0.1 0.0
H -5.229454 -4.303890 -4.427657 -0.2 -1.3 -0.4
H -1.057593 -3.521593 5.211585 0.7 -0.1 0.0
H -3.079279 2.628944 -5.061127 0.2 -0.4 -0.3
C 6.377724 -0.037545 -0.231491 0.3 -0.2 2.0
C 4.364917 -2.338091 1.600934 -0.5 -0.9 0.3
C -3.950047 -3.708254 3.657003 -1.1 -0.7 -2.0
H -1.042595 -2.086847 1.073389 -0.1 -0.3 0.1
H 1.554916 4.037453 6.985506 -0.2 0.2 -0.5
H -1.381180 -0.464451 -3.858514 -0.4 0.1 0.1
O -7.152219 -4.614915 -3.800272 -2.7 -1.0 -0.7
F -1.309800 6.322456 -1.815745 0.4 -1.4 -0.2
C -1.616250 0.575362 -4.085745 1.5 0.6 -1.7
C 0.728130 2.033981 6.616550 -0.5 1.0 0.0
H 2.897325 4.957117 -3.011492 0.0 -0.4 -0.1
C 3.041269 5.891381 -2.468795 -2.3 -0.4 1.0
C 3.923517 0.281864 -3.684411 0.6 -1.6 0.7
H 0.953279 2.324913 -0.884039 0.7 -0.5 0.3
H 1.275274 -4.459203 -2.552507 0.6 0.2 0.8
H 4.533931 -2.082414 -1.069734 0.0 0.4 0.0
H -0.705601 1.159120 -3.951407 0.1 0.0 0.2
H -0.410180 1.606606 -1.655078 -0.7 0.2 0.8
C -2.229027 1.596397 3.150912 -0.5 1.6 -2.4
H -3.940755 -3.761311 -1.554161 0.1 0.2 0.2
H 1.621025 -6.569882 -0.992568 -0.6 0.3 -1.2
H 1.870893 -1.010349 -0.183707 -0.2 0.2 -0.2
H 3.665677 1.221059 -4.173832 -0.5 -0.3 -0.3
C -4.511807 -4.291870 5.831347 -1.3 1.3 -2.0
H 0.870398 0.597926 -1.649581 1.3 0.7 -0.6
H -2.443700 1.413576 -2.350296 -0.5 0.0 0.3
H -0.448961 -1.018207 -1.205473 0.6 -0.8 0.3
O 1.614904 3.442146 4.934631 -0.4 2.3 -2.5
C -5.019823 0.947700 -3.620127 -0.9 -0.1 0.9
H -2.895166 1.158822 3.894473 0.8 -0.3 0.3
O 3.653240 2.533016 1.761240 -1.1 -0.7 1.8
C 5.443616 -0.131352 -5.631875 0.2 0.4 -1.4
H -3.075700 0.136876 1.112246 -0.1 0.3 0.0
H 1.663717 -5.478588 0.231817 -0.1 -0.1 0.8
H 4.797696 6.251546 -3.201879 0.7 0.2 -0.2
O 6.883230 1.021346 -0.422836 -0.6 -0.4 0.4
O 2.545570 0.999706 3.474716 0.4 -4.2 1.9
C -1.733383 -1.376857 0.618604 2.1 1.7 -0.6
O -2.130319 4.808143 1.969583 0.7 -0.4 -0.9
C 0.188278 0.476456 0.189074 -0.7 0.7 1.2
C 1.855194 4.851514 4.347276 1.0 0.0 -3.6
H 2.342824 0.418913 0.795229 0.2 0.6 -1.1
F 0.374402 7.478880 -2.062434 1.2 2.3 -0.7
H 4.132960 -1.641753 2.406806 0.0 -0.2 0.0
H -1.541666 0.120554 -0.996253 -0.7 0.3 0.8
H 5.143311 5.272774 -1.861845 -0.9 -0.8 0.2
H 3.458976 -2.595123 1.052036 -0.1 1.2 -0.8
H 6.439277 -2.480047 1.274423 0.4 0.3 -0.1
C 1.716532 3.201352 6.305116 0.7 -2.3 1.0
O -2.555111 -5.301951 -3.124122 1.3 -0.1 0.8
C 4.470040 6.069408 -2.178372 2.4 0.6 -1.0
H 0.515322 -6.880614 0.225520 -0.5 0.6 0.4
C -0.553435 -0.146624 3.396932 0.9 0.8 -0.8
O -3.428777 -3.472917 5.825950 0.1 -0.4 2.5
F 0.031775 5.879263 -3.493443 0.3 -0.1 0.7
O -1.008051 -5.900227 -1.580260 -0.7 0.8 0.6
O 3.642331 -1.604446 -5.033291 -1.6 -1.4 -0.6
O 1.583214 -2.188153 -4.097812 3.1 0.4 -0.6
C 0.926124 -6.043215 -0.338489 1.6 0.6 0.8
H 0.305976 2.072060 7.620755 0.2 0.2 0.2
O 0.383523 2.407863 1.813368 -0.4 -0.2 -0.3
O 5.858089 -0.541044 0.968557 0.6 2.3 -0.5
C 5.540969 -2.109187 -0.653488 -0.1 -0.4 1.3
H 0.864469 4.405193 -1.683259 0.5 -0.5 -0.7
F 0.561314 7.124679 4.349633 1.0 -0.9 -1.8
C 1.539408 -0.275769 0.550190 -0.4 0.9 1.3
C -2.307149 -0.408556 1.659900 -0.1 0.7 -1.0
H 2.642665 6.671053 -3.117890 0.3 0.3 -0.2
C -2.927159 -3.104653 4.574808 -1.0 -0.6 -2.2
H 4.436287 0.535631 -2.756632 0.4 0.0 -0.2
H -2.857971 -0.985416 2.402814 0.2 0.2 0.5
H -5.383225 -5.357617 -2.939216 -0.5 -0.7 -0.6
H 0.120316 -0.869537 2.936988 0.0 -0.1 0.1
H 4.885131 6.895480 -1.600953 -1.0 0.5 0.1
V -1.172763 4.139082 0.897107 2.8 -0.5 -1.0
H -0.934544 -3.531741 3.474572 -0.7 0.7 -0.3
H 0.333987 -3.083152 -1.817051 0.9 -0.1 0.6
C 0.439999 1.372218 -1.014498 0.2 -0.5 -0.9
C -3.358340 2.461254 -4.020887 2.1 0.7 0.0
H 5.894870 -3.136498 -0.740043 0.8 0.3 -1.2
O -0.586869 -4.283325 -2.983011 -1.4 0.5 -1.3
H -0.576378 -4.453497 -0.127535 -0.1 -0.2 0.2
```
Forces are in eV/Å.

## Properties
total charge	-1
lowest unoccupied orbital energy	1.08	eV